Computed, not measured: C17H23BrN2O4S in the gas phase, with wB97M-V/def2-TZVPD.

Properties
- structure (SMILES) = CCOCCCNS(=O)(=O)c1cc(Br)cc2c1N(C(=O)C1CC1)CC2
- E_HOMO (eV) = -8.55
- molecular weight (g/mol) = 431.35
- total energy (a.u.) = -4044.23591
- energy relative to the best compared isomer or geometry (same formula, charge and spin) (kJ/mol) = 144.5

The geometry in ORCA input format:
```
! wB97M-V def2-TZVPD RIJCOSX def2/J DEFGRID3
* xyz 0 1
C -5.6798 -1.9496 -0.8059
C -4.8545 -3.1893 -1.1455
O -4.1545 -3.7168 -0.0341
C -2.7907 -3.3969 0.0631
C -2.4986 -1.9383 0.4351
C -1.0193 -1.7374 0.7513
N -0.7686 -0.3694 1.1442
S 0.6703 -0.0784 1.8935
O 0.8131 -1.0497 2.9364
O 0.7251 1.3098 2.2460
C 2.0284 -0.4148 0.7489
C 2.7008 0.5781 0.0608
C 3.9491 0.3214 -0.5241
C 4.4795 -0.9456 -0.5239
C 3.7533 -1.9548 0.1061
C 2.5663 -1.6932 0.7646
H 2.0610 -2.4557 1.3353
Br 4.4492 -3.7177 0.1102
H 5.4337 -1.1587 -0.9805
C 4.5035 1.6060 -1.0680
H 5.5360 1.7706 -0.7641
H 4.4666 1.6034 -2.1601
C 3.5508 2.6624 -0.4729
N 2.3595 1.9139 -0.0812
C 1.0597 2.3406 -0.2152
O 0.1733 1.5519 -0.4958
C 0.8276 3.7858 -0.0262
C -0.4235 4.1421 0.7509
C -0.3719 4.3960 -0.7100
H -0.2818 5.4113 -1.0654
H -0.9368 3.7416 -1.3564
H -1.0085 3.3127 1.1152
H -0.3536 4.9742 1.4336
H 1.7011 4.3987 0.1387
H 3.2958 3.4377 -1.1954
H 3.9973 3.1287 0.4123
H -0.9135 0.3140 0.4114
H -0.4113 -2.0272 -0.1197
H -0.7252 -2.3523 1.6046
H -2.7724 -1.2792 -0.3910
H -3.0928 -1.6652 1.3073
H -2.2745 -3.6455 -0.8783
H -2.4103 -4.0539 0.8501
H -4.1583 -2.9740 -1.9665
H -5.5327 -3.9863 -1.4714
H -5.0463 -1.1084 -0.5402
H -6.3318 -2.1689 0.0351
H -6.2896 -1.6736 -1.6625
*
```